Formula: C19H22NO4PS2
Source: OMol25
Level of theory: ωB97M-V/def2-TZVPD

The geometry in XYZ format:
```
49
Properties=species:S:1:pos:R:3:forces:R:3:lowdin_charge:R:1
C 5.192042 -1.873187 0.956142 0.16 0.36 0.53 -0.10
C 6.015549 -0.718195 0.190737 0.89 -1.66 0.71 -0.25
O 5.490482 -0.379699 -1.117248 0.00 1.60 1.23 -0.19
C 5.034491 0.984705 -1.194531 -1.34 0.66 -0.04 -0.18
C 3.456001 1.103525 -0.830358 -3.48 0.48 0.75 -0.07
C 2.561707 -0.138774 -0.564338 -0.80 2.43 0.03 -0.01
C 1.047070 -0.046135 -0.169648 1.17 3.40 -0.74 -0.39
C 0.381451 1.345652 -0.065567 4.12 0.24 -1.03 -0.26
C 1.289337 2.604113 -0.361022 1.73 -2.06 0.30 -0.42
S 0.506764 4.294171 -0.228641 0.41 -0.75 0.27 0.69
C 2.787779 2.527537 -0.738969 -1.38 -2.50 0.57 -0.17
C 3.640285 3.864984 -1.043754 -0.64 -0.05 0.30 -0.10
N -1.013043 1.639052 0.322314 1.18 -3.18 0.63 -0.23
P -1.211205 1.881144 2.063409 -3.06 4.46 -0.22 0.74
O -2.138969 3.115795 2.267643 2.45 -3.27 -0.15 -0.48
C -1.971329 0.593591 -0.092224 -3.86 -2.36 -1.53 -0.26
C -3.426571 1.088596 -0.426040 0.15 -2.75 -0.35 0.02
C -4.585737 0.142413 -0.833775 3.69 -1.44 0.93 0.00
C -4.320500 -1.409680 -0.912799 2.45 3.02 0.80 -0.16
C -5.557478 -2.335076 -1.298430 -0.27 0.05 0.21 -0.14
C -5.828367 -3.538224 -0.247940 -0.89 0.68 -0.70 -0.17
O -6.030565 -2.872531 1.056184 2.54 -1.83 0.35 -0.10
C -4.929246 -3.128423 1.921023 0.84 4.27 1.36 -0.26
O -4.367689 -2.148248 2.464974 -2.10 -4.16 -1.77 0.03
C -2.883311 -1.883652 -0.609867 -0.63 2.54 0.10 -0.03
C -1.707428 -0.926135 -0.190104 -2.90 2.03 -0.73 -0.39
S 0.006185 -1.555033 0.199160 -0.58 1.82 -0.70 0.87
H 5.716811 -2.026779 1.974524 -0.76 0.14 -1.62 0.09
H 5.178516 -2.871497 0.405879 0.17 1.44 0.56 0.08
H 4.110874 -1.591368 1.192863 1.54 -0.20 -0.39 0.06
H 7.072563 -1.155904 0.008344 -1.61 0.73 0.26 0.13
H 6.163809 0.168827 0.895025 -0.51 -0.94 -1.15 0.12
H 5.221837 1.402790 -2.256474 -0.42 -0.93 1.59 0.14
H 5.588993 1.704745 -0.484089 -0.66 -1.31 -0.91 0.12
H 3.056327 -1.173054 -0.665736 -1.03 1.88 0.15 0.10
H 1.069425 4.954636 0.875040 -0.14 -1.24 -0.90 -0.10
H 3.554910 4.152545 -2.159221 0.26 -0.64 1.72 0.10
H 4.739118 3.763458 -0.732020 -1.62 -0.10 -0.63 0.07
H 3.231094 4.775850 -0.463899 0.51 -1.68 -0.89 0.05
H 0.111504 2.106302 2.594756 -0.59 -0.61 -0.45 0.04
H -1.856515 0.719676 2.594447 0.82 0.12 -0.30 0.04
H -3.638218 2.215551 -0.353523 0.50 -1.96 -0.07 0.11
H -5.632118 0.559303 -1.076545 1.97 -0.71 0.53 0.10
H -5.517592 -2.712446 -2.392491 0.21 0.41 1.84 0.13
H -6.507538 -1.676466 -1.244960 1.63 -0.97 -0.04 0.12
H -4.985220 -4.306777 -0.220370 -1.11 1.02 0.03 0.12
H -6.844449 -4.042532 -0.473321 1.84 0.67 0.11 0.13
H -4.616023 -4.202979 2.145914 -0.61 1.15 -0.69 0.16
H -2.655818 -2.996168 -0.680478 -0.23 1.67 0.12 0.10
```
Forces are in eV/Å.

Values from the calculation:
SMILES: CCOCc1cc2c(c(S)c1C)N([PH2]=O)c1ccc(CCOC=O)cc1S2
Energy, Eh: -2230.2852
M, g/mol: 423.5
Lowest unoccupied orbital energy, eV: 0.095
2S+1: 1
Charge: 0